Arrangement 1

19
Properties=species:S:1:pos:R:3 method="wB97M-V/def2-TZVPD" e_lumo_ev=-10.6 total_charge=+2 mol_weight_g_mol=113.16 smiles="C=[N+]1CCCNC1=[NH2+]"
C 0.84 -0.83 0.02
C 1.82 1.28 -0.45
C -1.54 0.69 -0.20
C -1.58 -0.83 -0.37
C -0.39 1.07 0.72
N -0.41 -1.44 0.19
N 0.82 0.62 0.00
N 1.99 -1.46 0.22
H 2.10 2.36 -0.28
H 2.67 0.69 -0.79
H -1.51 1.26 -1.16
H -2.45 1.03 0.33
H -2.57 -1.27 -0.05
H -1.55 -1.11 -1.45
H -0.36 2.25 0.92
H -0.41 0.46 1.61
H -0.41 -2.40 0.40
H 2.15 -2.46 0.19
H 2.86 -0.84 0.27

---

Arrangement 2

19
Properties=species:S:1:pos:R:3 method="wB97M-V/def2-TZVPD" e_lumo_ev=-9.0 total_charge=+2 mol_weight_g_mol=113.16
C -2.75 0.37 -0.09
C -0.44 -0.11 0.47
C 2.67 -0.69 -0.64
C 3.06 0.67 0.10
C 2.02 -0.18 0.53
N -3.56 0.73 -1.02
N -0.70 -0.86 1.44
N -1.49 0.23 -0.42
H -3.03 0.53 0.93
H 2.27 -0.74 -1.73
H 3.44 -1.39 -0.55
H 3.81 0.74 0.86
H 3.04 1.63 -0.43
H 2.10 -0.61 1.48
H -4.55 1.08 -1.05
H -3.33 0.78 -2.02
H 0.09 -1.10 1.98
H -1.45 -1.57 1.50
H -1.20 0.49 -1.34

---

The structure with the greatest stability is arrangement 1.

---

Arrangement 1

17
Properties=species:S:1:pos:R:3 method="wB97M-V/def2-TZVPD" e_lumo_ev="0.7 / 0.6" s_squared=0.75 mol_weight_g_mol=91.13 spin_multiplicity=2
C 0.78 0.85 1.87
C 0.99 -0.43 1.03
O 0.40 -0.54 -0.03
N 1.75 -1.35 1.66
H 0.62 0.64 2.94
H -0.15 1.23 1.41
H 2.29 -2.02 1.10
H 2.25 -1.15 2.51
H 1.61 1.54 1.77
C -1.45 0.66 -2.76
N -1.94 0.49 -1.37
H -2.92 0.18 -1.34
H -1.27 -0.07 -0.81
H -1.89 1.41 -0.86
H -0.41 1.02 -2.84
H -2.12 1.35 -3.24
H -1.51 -0.26 -3.32

---

Arrangement 2

17
Properties=species:S:1:pos:R:3 method="wB97M-V/def2-TZVPD" e_lumo_ev="1.1 / 0.5" s_squared=0.75 mol_weight_g_mol=91.13 spin_multiplicity=2
C 1.69 0.13 2.24
N 0.32 0.29 1.48
H 0.29 -0.32 0.60
H 0.09 1.23 1.09
H -0.49 -0.06 2.01
H 1.51 1.03 2.87
H 1.61 -0.82 2.76
H 2.49 0.52 1.65
C -0.30 0.52 -2.35
C -1.39 0.04 -1.37
O -2.09 0.69 -0.63
N -1.10 -1.28 -0.85
H -0.25 -0.09 -3.25
H 0.67 0.33 -1.89
H -1.87 -1.79 -0.44
H -0.57 -1.96 -1.39
H -0.61 1.54 -2.52

---

The structure with the greatest stability is arrangement 1.

---

Arrangement 1

19
Properties=species:S:1:pos:R:3 method="wB97M-V/def2-TZVPD" e_lumo_ev=0.8 mol_weight_g_mol=120.22 smiles=NC[C@@H](N)CCS
N 0.08 2.49 0.34
C 0.28 1.07 -0.08
C 0.35 0.35 1.30
C 0.88 -1.09 1.33
S -0.23 -2.32 0.49
C -0.66 0.62 -1.17
N -0.32 1.25 -2.46
H 0.05 3.07 -0.49
H -0.76 2.52 0.90
H 1.28 1.14 -0.55
H 1.00 1.06 1.87
H -0.69 0.40 1.63
H 1.94 -1.11 1.00
H 0.91 -1.36 2.39
H 0.81 -3.12 0.17
H -0.64 -0.47 -1.16
H -1.74 0.74 -0.93
H -0.35 0.52 -3.16
H -1.02 1.90 -2.78

---

Arrangement 2

19
Properties=species:S:1:pos:R:3 method="wB97M-V/def2-TZVPD" e_lumo_ev=0.8 mol_weight_g_mol=120.22 smiles=CN[C@H](CN)CS
C -1.60 -1.56 0.96
N -0.98 -0.20 0.86
C 0.27 0.03 0.15
C 0.14 0.04 -1.43
S 0.23 -1.49 -2.37
C 0.80 1.43 0.57
N 2.25 1.44 0.57
H -2.42 -1.61 0.27
H -0.84 -2.33 0.86
H -1.97 -1.59 1.98
H -1.67 0.41 0.42
H 1.05 -0.71 0.33
H -0.95 0.20 -1.44
H 0.64 0.85 -1.94
H -1.01 -2.02 -2.25
H 0.51 1.70 1.59
H 0.29 2.18 -0.07
H 2.67 1.12 -0.28
H 2.58 2.12 1.21

---

Arrangement 3

19
Properties=species:S:1:pos:R:3 method="wB97M-V/def2-TZVPD" e_lumo_ev=0.9 mol_weight_g_mol=120.22 smiles=CN[C@@H](CN)CS
C -0.99 1.02 1.92
N 0.09 0.08 1.60
C 0.54 0.05 0.21
C -0.22 1.00 -0.69
S 0.60 1.23 -2.41
C 0.36 -1.41 -0.29
N 0.99 -1.74 -1.55
H -1.99 0.49 1.46
H -0.95 2.01 1.51
H -0.99 1.07 3.01
H -0.20 -0.83 2.00
H 1.60 0.25 0.17
H -0.05 1.92 -0.11
H -1.31 0.79 -0.80
H -0.14 2.06 -3.03
H 0.77 -2.00 0.52
H -0.75 -1.41 -0.25
H 0.60 -2.64 -1.85
H 2.01 -1.94 -1.44

---

The structure with the greatest stability is arrangement 1.

---

Arrangement 1

19
Properties=species:S:1:pos:R:3 method="wB97M-V/def2-TZVPD" e_lumo_ev=0.9 mol_weight_g_mol=120.22 smiles=CNC[C@H](N)CS
N -1.06 0.64 1.14
C -0.10 0.70 0.03
C -0.24 1.80 -1.02
S -0.82 3.41 -0.41
C 0.07 -0.65 -0.69
N 0.07 -1.79 0.22
C 1.32 -1.98 0.90
H -1.92 1.12 0.90
H -1.29 -0.34 1.27
H 0.89 0.81 0.49
H -0.90 1.47 -1.83
H 0.74 1.96 -1.46
H -1.89 2.97 0.25
H -0.69 -0.83 -1.42
H 0.96 -0.59 -1.31
H -0.23 -2.59 -0.31
H 1.43 -1.27 1.72
H 1.46 -3.00 1.26
H 2.21 -1.82 0.25

---

Arrangement 2

19
Properties=species:S:1:pos:R:3 method="wB97M-V/def2-TZVPD" e_lumo_ev=-2.2 mol_weight_g_mol=120.22
C 0.40 -2.06 -1.12
C -0.10 -0.65 -0.85
C 0.96 0.18 0.32
S 2.57 0.03 -0.02
N -1.35 -0.56 -0.52
C -1.90 0.77 -0.46
N -2.00 1.16 0.93
H -0.08 -2.45 -2.02
H 1.49 -2.05 -1.21
H 0.12 -2.71 -0.28
H 3.88 1.49 2.00
H 0.61 1.20 0.35
H 0.66 -0.30 1.24
H 3.38 1.73 2.53
H 0.12 0.02 -1.70
H -1.32 1.49 -1.02
H -2.91 0.70 -0.92
H -1.65 0.47 1.56
H -2.90 1.53 1.20

---

The structure with the greatest stability is arrangement 1.

---

Arrangement 1

19
Properties=species:S:1:pos:R:3 method="wB97M-V/def2-TZVPD" e_lumo_ev=1.0 mol_weight_g_mol=120.22 smiles="N/C=C/N.CCS"
C 0.37 1.72 -0.28
C 1.53 1.32 -0.80
N 2.77 1.40 -0.13
N -0.86 1.68 -1.00
H 0.36 2.13 0.72
H 1.55 0.92 -1.81
H 3.38 0.63 -0.35
H 2.67 1.47 0.88
H -1.47 2.44 -0.73
H -1.56 0.37 0.72
H -0.70 1.76 -2.00
C -0.21 -2.13 0.64
C -1.71 -1.97 0.46
S -2.38 -0.50 1.32
H 0.05 -2.24 1.70
H 0.30 -1.25 0.25
H 0.12 -3.01 0.10
H -2.24 -2.82 0.89
H -1.96 -1.89 -0.59

---

Arrangement 2

19
Properties=species:S:1:pos:R:3 method="wB97M-V/def2-TZVPD" e_lumo_ev=0.9 mol_weight_g_mol=120.22 smiles=CNC[C@H](N)CS
N 0.91 1.20 -1.12
C 0.34 0.05 -0.59
C 0.41 -1.01 -1.74
S 2.12 -1.60 -2.33
C -0.92 0.28 0.32
N -0.66 0.86 1.49
C -1.02 0.10 2.77
H 1.79 1.42 -0.69
H 1.30 1.05 -2.11
H 1.05 -0.40 0.08
H -0.17 -0.58 -2.63
H 0.02 -2.04 -1.38
H 2.21 -1.27 -3.67
H -1.43 0.93 -0.39
H -1.42 -0.67 0.61
H -1.16 1.68 1.76
H -0.37 -0.74 3.08
H -0.89 0.81 3.63
H -2.11 -0.07 2.89

---

Arrangement 3

19
Properties=species:S:1:pos:R:3 method="wB97M-V/def2-TZVPD" e_lumo_ev=1.0 mol_weight_g_mol=120.22 smiles=CNC[C@@H](N)CS
N 0.86 -0.59 1.35
C 0.87 0.13 0.09
C 1.95 -0.37 -0.86
S 3.62 0.36 -0.38
C -0.53 -0.10 -0.53
N -1.54 0.40 0.37
C -2.94 0.16 -0.01
H 0.20 -0.13 1.96
H 1.76 -0.69 1.79
H 0.98 1.21 0.18
H 2.05 -1.45 -0.77
H 1.81 -0.03 -1.88
H 3.54 -0.01 0.92
H -0.70 -1.13 -0.82
H -0.55 0.47 -1.49
H -1.45 1.41 0.40
H -3.26 0.87 -0.79
H -3.66 0.37 0.77
H -3.01 -0.88 -0.30

---

Arrangement 4

19
Properties=species:S:1:pos:R:3 method="wB97M-V/def2-TZVPD" e_lumo_ev=-0.7 mol_weight_g_mol=120.22
C -2.63 0.08 -1.99
C -1.97 -0.62 -0.81
S -0.48 -1.58 -1.30
H -2.95 -0.65 -2.73
H -1.92 0.75 -2.48
H -3.50 0.66 -1.68
H -2.68 -1.30 -0.34
H -1.70 0.12 -0.05
C 1.59 0.82 0.46
C 1.39 -0.27 1.23
N 2.12 -0.36 2.52
N 1.04 1.00 -0.73
H 2.21 1.62 0.86
H 0.78 -1.13 0.96
H 2.78 -1.14 2.50
H 2.65 0.50 2.67
H 1.49 -0.49 3.31
H 0.46 0.18 -1.11
H 1.30 1.81 -1.27

---

The structure with the greatest stability is arrangement 3.

---

Arrangement 1

19
Properties=species:S:1:pos:R:3 method="wB97M-V/def2-TZVPD" e_lumo_ev=0.8 mol_weight_g_mol=120.22 smiles=NC[C@H](N)CCS
N -1.65 -0.75 1.09
C -0.51 -0.48 0.19
C 0.79 -0.88 0.89
C 2.09 -0.42 0.21
S 2.31 -1.26 -1.41
C -0.51 1.00 -0.25
N -1.78 1.42 -0.83
H -2.44 -0.92 0.49
H -1.87 0.10 1.58
H -0.62 -1.05 -0.73
H 0.79 -1.96 1.04
H 0.77 -0.31 1.83
H 2.97 -0.60 0.81
H 2.07 0.66 0.05
H 1.53 -0.47 -2.18
H 0.32 1.14 -0.96
H -0.34 1.57 0.67
H -2.14 0.80 -1.53
H -1.79 2.42 -0.96

---

Arrangement 2

19
Properties=species:S:1:pos:R:3 method="wB97M-V/def2-TZVPD" e_lumo_ev=0.7 mol_weight_g_mol=120.22 smiles="[H]/N=C/N.CCCS"
C 1.10 -2.56 1.72
C 0.99 -1.39 0.75
C 1.02 -0.03 1.49
S 0.97 1.37 0.31
H 1.04 -3.56 1.19
H 0.29 -2.52 2.46
H 2.07 -2.55 2.29
H 1.78 -1.43 0.03
H 0.03 -1.46 0.20
H 1.92 0.08 2.07
H 0.14 0.05 2.15
H 0.59 2.31 1.21
N -1.59 0.68 -1.87
C -1.71 2.00 -2.18
N -2.31 2.42 -3.26
H -1.93 0.07 -2.60
H -0.84 0.37 -1.28
H -1.24 2.70 -1.46
H -2.30 3.45 -3.23

---

The structure with the greatest stability is arrangement 2.